<i>
Density functional theory data (the ωB97M-V functional and the def2-TZVPD basis) for an isolated ion of composition C5H9N2O and charge +1.

The SMILES is [NH2+]=C1NC2(CC2)CO1. Its spin multiplicity is 1. The LUMO energy comes out at -3.07 eV. The highest occupied orbital energy is -14.438 eV. Its charge is +1.

Structure (XYZ):
```
17
Properties=species:S:1:pos:R:3:lowdin_charge:R:1
N -2.81035 0.64335 0.12590 0.257
C -1.60110 0.14680 0.05752 -0.422
N -0.50159 0.84674 -0.17138 0.226
C 0.66172 -0.20850 -0.17026 -0.304
C 2.06794 0.16981 -0.71416 0.021
C 1.69079 0.37745 0.80293 -0.027
C -0.04948 -1.45907 -0.27572 -0.008
O -1.46113 -1.15960 0.16537 0.093
H -2.98750 1.64502 -0.00063 0.164
H -3.32431 0.09430 0.75111 0.126
H -0.47104 1.78516 -0.39843 0.145
H 2.24842 0.99562 -1.29659 0.081
H 2.67748 -0.66095 -0.81899 0.092
H 2.43678 -0.19494 1.44722 0.139
H 1.34285 1.30097 1.22130 0.096
H -0.19298 -2.10635 -1.18437 0.167
H 0.27350 -2.21581 0.45917 0.154
```

<ii>
Density functional theory data (the ωB97M-V functional and the def2-TZVPD basis) for C5H9N2O as an isolated structure.

Its spin multiplicity is 1. The LUMO energy comes out at -4.41 eV. The highest occupied orbital energy is -13.331 eV. Its charge is +1.

Structure (XYZ):
```
17
Properties=species:S:1:pos:R:3:lowdin_charge:R:1
C 0.18786 -0.52569 1.12649 -0.005
C 1.50334 -0.61911 0.98506 -0.076
C 1.54989 0.87063 -0.80569 0.002
C -0.64883 0.21505 0.20095 -0.341
C -1.79866 -0.98313 -0.74535 0.104
N 2.18158 -0.05534 -0.06243 0.098
N 0.22814 1.06425 -0.70446 0.177
O -1.53240 1.25068 0.70993 -0.005
H -0.25459 -0.81003 2.01112 0.112
H 2.15008 -1.24736 1.72780 0.182
H 2.10116 1.60355 -1.35179 0.161
H -1.60289 -1.98555 -1.01831 0.048
H -1.79466 -0.41562 -1.61631 0.025
H -2.67776 -0.86088 -0.06923 0.072
H 3.00213 -0.53056 -0.35150 0.163
H -0.10508 2.00039 -0.83219 0.161
H -2.48931 1.02871 0.79589 0.125
```

<i> is preferred energetically. Next in line: 55.0 kJ/mol higher.

<i>
Density functional theory data (the ωB97M-V functional and the def2-TZVPD basis) for C5H14Si2 as an isolated structure.

Its spin multiplicity is 1. The LUMO energy comes out at 0.65 eV. The highest occupied orbital energy is -8.167 eV.

Structure (XYZ):
```
21
Properties=species:S:1:pos:R:3:lowdin_charge:R:1
C -1.03840 -0.60433 -2.13031 -0.347
C -2.02581 0.18645 0.36524 -0.488
C 2.23993 1.39541 1.37814 -0.137
C 1.97413 -0.08113 1.36930 -0.309
C 1.26301 -0.46404 -0.02324 -0.309
Si -2.68881 -0.01855 -1.43851 0.480
Si -0.59554 -0.95312 0.13325 0.687
H -0.99907 -1.61489 -2.55460 -0.020
H -0.30778 0.18584 -2.37140 -0.010
H -1.90925 1.22193 0.71107 0.011
H -2.91896 -0.14873 1.08212 0.059
H 2.94712 1.66884 2.11854 0.058
H 2.79675 1.53486 0.45178 0.067
H 1.35098 2.03204 1.19497 0.091
H 2.93241 -0.56184 1.31347 0.092
H 1.32563 -0.33454 2.16293 0.068
H 1.73441 -1.40222 -0.42225 0.076
H 1.48631 0.37717 -0.64490 0.038
H -3.44801 1.27041 -1.82008 -0.052
H -3.52160 -1.26010 -1.41972 -0.039
H -0.59746 -2.42946 0.54421 -0.013
```

<ii>
Density functional theory data (the ωB97M-V functional and the def2-TZVPD basis) for the molecule C5H14Si2.

Its spin multiplicity is 1. The LUMO energy comes out at 0.08 eV. The highest occupied orbital energy is -7.466 eV.

Structure (XYZ):
```
21
Properties=species:S:1:pos:R:3:lowdin_charge:R:1
C 1.41768 1.08862 1.22097 -0.243
C 1.77969 -1.06644 -0.63756 -0.489
C -2.02901 1.07391 0.43551 -0.155
C -1.75595 0.21039 -0.76018 -0.397
C -1.61761 -1.23780 -0.35455 -0.313
Si 2.65808 0.46577 -0.03771 0.473
Si 0.22167 -1.32801 0.45008 0.867
H 1.60079 1.51561 2.14392 -0.069
H 0.63941 1.59661 0.69775 -0.072
H 1.42372 -1.00657 -1.69431 0.034
H 2.45014 -1.86151 -0.45397 -0.016
H -2.18116 2.12551 0.17481 0.072
H -3.05035 0.96101 0.92511 0.099
H -1.19863 0.97220 1.12679 0.020
H -2.51649 0.07654 -1.58016 0.113
H -0.84497 0.61952 -1.33491 0.123
H -1.33602 -1.76957 -1.30627 0.074
H -2.46236 -1.59478 0.24297 0.077
H 2.70320 1.17014 -1.30311 -0.060
H 3.98552 0.18791 0.36417 -0.071
H 0.11266 -2.19905 1.68065 -0.063
```

<i> is preferred energetically. Next in line: 143.7 kJ/mol higher.

<i>
Density functional theory data (the ωB97M-V functional and the def2-TZVPD basis) for a 2-piece molecular cluster, C4H5O2P overall.

Its spin multiplicity is 1. The LUMO energy (spin up / spin down) comes out at -1.11 / -1.11 eV. The highest occupied orbital energy (spin up / spin down) is -10.082 / -10.082 eV.

Structure (XYZ):
```
12
Properties=species:S:1:pos:R:3:lowdin_charge:R:1
C 0.62122 0.63540 -1.17175 -0.072
C -0.47760 -0.11345 -1.34372 -0.090
C 1.27376 0.64275 0.12324 -0.583
C 0.39917 0.01321 1.15415 -0.138
O 2.40085 0.93475 0.37178 0.101
O -2.29839 -0.67783 0.87976 -0.373
P -0.99808 -0.77684 0.30650 0.593
H 1.11178 0.99521 -1.96330 0.077
H -1.07653 -0.41267 -2.14397 0.062
H 0.63569 -0.29082 2.17847 0.075
H -0.24635 1.69017 1.56642 0.282
H -0.55707 -2.21428 0.23562 0.066
```

<ii>
Density functional theory data (the ωB97M-V functional and the def2-TZVPD basis) for the molecule C4H5O2P.

The SMILES is O=C=C/C=C\PO. Its spin multiplicity is 1. The LUMO energy comes out at 0.36 eV. The highest occupied orbital energy is -8.470 eV.

Structure (XYZ):
```
12
Properties=species:S:1:pos:R:3:lowdin_charge:R:1
O -0.96004 1.94611 -3.50124 0.170
C -0.65985 1.45758 -2.46653 -0.161
C -0.49048 0.89611 -1.30452 -0.151
C 0.53664 -0.05028 -0.96984 -0.186
C 0.58403 -0.62390 0.26163 -0.349
P -0.47899 -0.33860 1.66127 0.796
O 0.44140 -0.83594 2.93731 -0.369
H -1.45171 0.92397 -0.71871 0.128
H 1.32293 0.06198 -1.71410 0.111
H 1.22370 -1.43813 0.61293 0.060
H -0.93515 -1.62812 1.59974 -0.052
H 0.86753 -0.37078 3.60206 0.004
```

<ii> is preferred energetically. Next in line: 127.7 kJ/mol higher.

<i>
Density functional theory data (the ωB97M-V functional and the def2-TZVPD basis) for C3H4ClN3O as an isolated structure.

Its spin multiplicity is 1. The LUMO energy comes out at 0.13 eV. The highest occupied orbital energy is -8.811 eV.

Structure (XYZ):
```
12
Properties=species:S:1:pos:R:3:lowdin_charge:R:1
C 0.42420 0.77351 -0.12055 -0.335
C -0.11453 -0.52257 -0.27728 -0.400
C -1.33619 -1.10881 0.22511 -0.457
H -0.86068 1.99067 -0.79263 0.247
H 2.50035 1.49269 0.16499 0.198
H -1.54779 -2.11957 -0.31317 0.118
H -1.38186 -1.31044 1.34258 0.104
N 1.87886 0.61853 0.07686 0.037
N 2.15411 -0.65230 -0.13989 -0.028
N 0.94728 -1.38090 -0.14051 0.044
O -0.01813 2.03404 0.08776 -0.042
Cl -2.64561 0.18514 -0.11328 0.514
```

<ii>
Density functional theory data (the ωB97M-V functional and the def2-TZVPD basis) for the molecule C3H4ClN3O.

The SMILES is [H]/N=c1/oc(Cl)cn1N. Its spin multiplicity is 1. The LUMO energy comes out at 0.51 eV. The highest occupied orbital energy is -9.021 eV.

Structure (XYZ):
```
12
Properties=species:S:1:pos:R:3:lowdin_charge:R:1
H -1.66273 -1.61355 -0.64882 0.054
N -0.67560 -1.87655 -0.98169 0.134
C 0.16827 -0.87581 -0.71579 -0.467
O 1.46483 -0.76628 -0.98698 0.020
C 1.76749 0.23469 0.04449 -0.760
Cl 3.40903 0.26125 0.29543 0.785
C 0.75855 0.90022 0.63509 -0.065
N -0.25963 0.54194 -0.41383 -0.078
N -1.60034 0.67411 0.36638 -0.043
H 0.70205 1.72272 1.47906 0.168
H -1.65320 -0.08151 1.24040 0.151
H -2.41873 0.87877 -0.31375 0.100
```

<i> is preferred energetically. Next in line: 80.6 kJ/mol higher.